# 1
Density functional theory data (ωB97M-V/def2-TZVPD) for a single C17H25N3O molecule.

Geometry (Å):
O: -1.021 1.937 -1.180
N: -1.339 -0.269 -1.083
N: 1.223 1.752 0.732
N: -1.020 -1.479 -0.611
C: -0.055 -5.306 0.863
C: -0.327 -4.032 0.407
C: -1.876 -6.193 -0.450
C: -0.822 -6.379 0.439
C: 0.405 2.698 1.479
C: 0.463 0.623 0.266
C: -2.144 -4.912 -0.904
C: 1.976 4.768 -0.777
C: -1.380 -3.822 -0.485
C: -0.670 0.872 -0.723
C: 1.208 3.848 2.094
C: 0.767 5.310 -0.009
C: 0.863 5.224 1.516
C: -1.690 -2.498 -0.977
C: -2.707 -7.360 -0.890
C: 1.848 3.308 -1.227
C: 2.236 2.252 -0.176
H: -2.072 -8.192 -1.188
H: -0.409 3.105 0.868
H: 0.635 6.366 -0.257
H: 2.625 1.374 -0.699
H: -0.099 5.545 1.925
H: -0.603 -7.374 0.800
H: -2.531 -2.409 -1.677
H: -0.128 4.792 -0.358
H: 3.066 2.645 0.422
H: 2.516 3.165 -2.081
H: -3.337 -7.700 -0.068
H: 0.010 0.129 1.134
H: 2.270 3.651 1.973
H: -3.348 -7.091 -1.725
H: 1.020 3.885 3.169
H: -2.960 -4.752 -1.596
H: -2.121 -0.163 -1.737
H: 2.096 5.373 -1.680
H: 0.259 -3.185 0.726
H: -0.060 2.111 2.281
H: 1.617 5.935 1.864
H: 2.884 4.896 -0.184
H: 0.832 3.122 -1.573
H: 1.140 -0.104 -0.193
H: 0.759 -5.469 1.553

**Energy relative to the best compared isomer or geometry (same formula, charge and spin)**: 246.8 kJ/mol
**Spin multiplicity**: 1
**SMILES string**: Cc1cccc(/C=N/NC(=O)CN2CCCCCCC2)c1

Here are the natural (NBO) charges for atoms 1 to 5, given in e: O -0.61; N -0.44; N -0.45; N -0.22; C -0.20

***

# 2
Density functional theory data (ωB97M-V/def2-TZVPD) for a molecular structure, C43H27Br2Cl3N6O8SY.

Geometry (Å):
Y: 0.155 -0.198 0.319
Br: -2.296 6.843 1.013
Br: 2.217 3.972 2.787
Cl: 4.959 -6.301 -3.392
Cl: 1.884 -3.712 -4.658
Cl: 4.064 -11.509 -2.455
S: 0.608 -6.085 -5.903
O: -1.729 0.709 3.883
O: 0.848 -1.004 2.253
O: 0.994 1.779 0.997
O: 1.225 -5.624 -1.129
O: -1.148 -2.468 -6.710
O: -1.498 0.051 1.749
O: -1.999 -4.231 -5.565
O: 0.342 -1.174 4.427
N: 2.057 -1.735 -0.502
N: 1.162 0.920 -1.877
N: -1.228 1.864 -0.493
N: 3.194 -3.617 -0.558
N: -1.093 -2.535 0.357
N: -0.752 -1.070 -1.931
C: 2.105 -2.980 -0.082
C: 1.944 1.997 -1.791
C: 0.374 -4.934 -2.058
C: -1.361 -3.109 1.530
C: 0.650 1.512 -4.127
C: -2.437 -3.960 1.717
C: -1.308 -2.334 -4.364
C: -1.488 -2.190 -1.981
C: 2.132 2.873 -2.845
C: 3.876 -2.718 -1.347
C: -0.305 -0.563 -3.092
C: 3.639 -9.844 -2.191
C: -0.409 -6.791 -3.672
C: -2.309 1.878 -1.232
C: 2.567 -5.735 -1.565
C: -2.854 4.113 -0.603
C: -1.892 -2.788 -0.683
C: 2.952 -7.179 -1.780
C: -1.157 0.104 3.005
C: 4.375 -8.855 -2.817
C: -3.010 -3.608 -0.574
C: 0.907 -5.118 -4.528
C: 2.239 -8.204 -1.171
C: -3.158 2.992 -1.322
C: 2.572 -9.534 -1.365
C: 0.533 0.665 -3.027
C: -1.782 -2.843 -3.169
C: -0.568 -1.164 -4.314
C: 1.459 2.628 -4.031
C: 3.441 -5.046 -0.517
C: 0.302 -5.587 -3.399
C: 4.020 -7.535 -2.596
C: -1.281 5.237 0.993
C: -0.904 2.968 0.231
C: -0.323 -7.177 -4.970
C: -1.512 -3.093 -5.702
C: 0.307 2.867 1.020
C: 3.165 -1.560 -1.297
C: 0.128 -0.753 3.309
C: 0.638 3.999 1.752
C: -0.144 5.163 1.743
C: -3.283 -4.199 0.647
C: -1.699 4.136 0.207
H: -4.151 -4.836 0.759
H: 0.169 6.005 2.343
H: 1.393 -7.941 -0.550
H: 0.716 -3.899 -2.160
H: 2.407 2.162 -0.826
H: -0.684 -2.869 2.340
H: -0.970 -7.332 -2.922
H: -2.611 -4.399 2.689
H: -0.179 -0.787 -5.250
H: -2.317 -3.784 -3.197
H: -3.489 4.988 -0.642
H: 1.557 3.302 -4.873
H: -4.038 2.946 -1.949
H: 5.202 -9.102 -3.465
H: 1.384 -3.449 0.564
H: 4.500 -5.215 -0.707
H: -0.608 -4.921 -1.583
H: 2.773 3.735 -2.722
H: -0.783 -8.032 -5.437
H: 3.196 -5.435 0.472
H: 2.705 -5.197 -2.506
H: 4.779 -2.991 -1.864
H: -3.653 -3.766 -1.428
H: 3.372 -0.619 -1.776
H: 0.100 1.306 -5.034
H: -2.533 0.971 -1.785
H: 2.009 -10.325 -0.891

**Energy relative to the best compared isomer or geometry (same formula, charge and spin)**: 0.0 kJ/mol
**Spin multiplicity**: 1
**Net charge**: -1

Here are the Löwdin charges for atoms 1 to 5, given in e: Y 1.52; Br 0.73; Br 0.76; Cl 0.73; Cl 0.72

***

# 3
Density functional theory data (ωB97M-V/def2-TZVPD) for 2 unconnected molecules or ions with the total composition C4H11NO3.

Geometry (Å):
O: -3.669 1.263 -1.131
O: 3.285 -0.289 0.058
O: 0.974 -1.449 1.408
N: 0.029 -0.137 -1.375
C: -2.956 0.519 -0.496
C: -0.609 -0.239 -0.080
C: -1.616 0.912 0.064
C: 0.421 -0.199 1.075
H: 0.753 0.577 -1.411
H: 3.697 0.554 0.331
H: -1.763 1.106 1.134
H: 1.552 -1.875 0.767
H: -3.303 -0.514 -0.305
H: 1.207 0.484 0.762
H: -1.031 -1.239 0.005
H: 0.465 -0.988 -1.703
H: -1.285 1.847 -0.382
H: 0.044 0.143 2.039
H: 3.804 -0.475 -0.758

**Energy relative to the best compared isomer or geometry (same formula, charge and spin)**: 59.4 kJ/mol
**Spin multiplicity**: 2
**Net charge**: -1

Here are the natural (NBO) charges for atoms 1 to 5, given in e: O -0.55; O -1.49; O -0.77; N -0.88; C 0.46

***

# 4
Density functional theory data (ωB97M-V/def2-TZVPD) for 2 unconnected molecules or ions with the total composition C2H7O2P.

Geometry (Å):
P: -2.066 -0.799 1.361
O: 1.244 0.701 -0.328
O: -2.772 -0.431 -0.007
C: -3.012 0.594 -0.766
C: 1.423 -0.124 -1.414
H: -3.607 0.334 -1.629
H: -2.649 1.644 -0.622
H: 1.896 -1.117 -1.275
H: -2.419 -2.193 1.485
H: 0.425 0.454 0.127
H: 2.105 0.384 -1.983
H: 0.416 -0.214 -2.032

**Energy relative to the best compared isomer or geometry (same formula, charge and spin)**: 443.6 kJ/mol
**Spin multiplicity**: 1

Here are the natural (NBO) charges for atoms 1 to 5, given in e: P 0.46; O -0.71; O -0.69; C -0.03; C -0.23

***

# 5
Density functional theory data (ωB97M-V/def2-TZVPD) for a single C5H6O molecule.

Geometry (Å):
O: 1.779 1.062 -1.651
C: -1.389 -1.010 0.173
C: -2.049 -1.907 0.629
C: 0.712 0.341 0.391
C: 1.653 1.174 -0.453
C: -0.573 0.064 -0.388
H: 2.205 1.915 0.149
H: 0.510 0.844 1.345
H: -1.158 0.990 -0.432
H: -2.643 -2.705 1.014
H: 1.239 -0.591 0.638
H: -0.286 -0.177 -1.416

**Energy relative to the best compared isomer or geometry (same formula, charge and spin)**: 181.5 kJ/mol
**Spin multiplicity**: 1
**SMILES string**: C#CCCC=O

Here are the natural (NBO) charges for atoms 1 to 5, given in e: O -0.51; C -0.01; C -0.24; C -0.50; C 0.45

***

The lowest energy relative to the best compared isomer or geometry (same formula, charge and spin) belongs to which entry? C43H27Br2Cl3N6O8SY

***

energy relative to the best compared isomer or geometry (same formula, charge and spin) of number 2 (C43H27Br2Cl3N6O8SY)? 0.0 kJ/mol

***

The lowest energy relative to the best compared isomer or geometry (same formula, charge and spin) belongs to which entry? C43H27Br2Cl3N6O8SY